No. 1
{
  "formula": "C37H28IrN10",
  "method": "ωB97M-V with the def2-TZVPD basis set",
  "gap_ev": [5.12, 4.87],
  "de_lowest_kj_mol": 22.2,
  "multiplicity": 6,
  "s_squared": 8.83,
  "total_charge": 2,
  "homo_energy_ha": [-0.403, -0.488],
  "symbols": ["Ir", "C", "C", "N", "C", "C", "C", "C", "C", "C", "C", "N", "C", "C", "C", "C", "C", "C", "C", "C", "N", "C", "H", "H", "H", "H", "H", "H", "H", "H", "H", "H", "H", "H", "N", "C", "N", "C", "N", "N", "C", "N", "C", "C", "C", "C", "C", "N", "H", "H", "H", "H", "H", "H", "H", "H", "C", "C", "C", "C", "N", "C", "C", "C", "C", "C", "C", "C", "H", "H", "H", "H", "H", "H", "H", "H"],
  "positions_angstrom": [[0.508, -0.393, -0.189], [-1.399, 2.267, -3.598], [-1.244, 1.195, -2.783], [-0.661, 1.305, -1.535], [-0.252, 2.491, -1.129], [-0.327, 3.666, -1.936], [-0.924, 3.544, -3.182], [0.232, 4.856, -1.416], [0.954, 4.854, -0.145], [1.017, 3.753, 0.625], [0.318, 2.563, 0.184], [0.196, 1.357, 0.904], [-0.116, 1.247, 2.176], [-0.329, 2.320, 3.099], [-0.598, 2.060, 4.430], [-0.727, 0.763, 4.906], [-0.630, -0.348, 4.012], [-0.859, -1.676, 4.405], [-0.816, -2.679, 3.461], [-0.541, -2.346, 2.135], [-0.305, -1.098, 1.752], [-0.337, -0.112, 2.667], [-1.867, 2.142, -4.564], [-1.571, 0.205, -3.071], [-1.018, 4.409, -3.824], [0.183, 5.763, -2.003], [1.458, 5.756, 0.173], [1.607, 3.748, 1.531], [-0.274, 3.343, 2.760], [-0.718, 2.891, 5.112], [-0.942, 0.581, 5.951], [-1.082, -1.898, 5.441], [-1.003, -3.709, 3.728], [-0.507, -3.104, 1.362], [-3.039, 0.140, 0.077], [-2.831, -1.001, -0.591], [-3.884, -1.678, -1.023], [-3.605, -2.807, -1.681], [-4.622, -3.518, -2.158], [-2.356, -3.298, -1.904], [-1.400, -2.549, -1.421], [-1.544, -1.396, -0.769], [0.007, -3.021, -1.583], [0.281, -4.243, -2.163], [1.600, -4.657, -2.271], [2.597, -3.828, -1.792], [2.252, -2.614, -1.225], [0.979, -2.213, -1.117], [-3.983, 0.474, 0.168], [-2.262, 0.747, 0.267], [-5.564, -3.192, -2.024], [-4.446, -4.368, -2.664], [-0.546, -4.839, -2.520], [1.841, -5.610, -2.722], [3.640, -4.104, -1.855], [3.000, -1.933, -0.852], [3.808, -0.735, 3.315], [4.712, 0.215, 2.855], [4.540, 0.760, 1.598], [3.464, 0.352, 0.811], [2.571, -0.529, 1.285], [2.748, -1.064, 2.497], [3.259, 0.769, -0.596], [4.283, 1.404, -1.301], [4.167, 1.658, -2.655], [3.028, 1.240, -3.328], [1.998, 0.621, -2.634], [2.074, 0.405, -1.259], [3.924, -1.207, 4.281], [5.548, 0.520, 3.470], [5.240, 1.496, 1.231], [2.010, -1.791, 2.819], [5.202, 1.678, -0.800], [4.971, 2.150, -3.186], [2.939, 1.395, -4.396], [1.125, 0.302, -3.188]]
}

No. 2
{
  "formula": "C37H29BrF2O15S",
  "method": "ωB97M-V with the def2-TZVPD basis set",
  "gap_ev": 7.91,
  "multiplicity": 1,
  "total_charge": 0,
  "homo_energy_ha": -0.364,
  "symbols": ["C", "C", "C", "Br", "C", "C", "C", "O", "F", "O", "S", "O", "O", "O", "C", "F", "H", "H", "H", "H", "H", "H", "H", "H", "H", "C", "C", "C", "O", "C", "C", "C", "O", "H", "H", "H", "H", "C", "C", "C", "O", "C", "C", "C", "O", "H", "H", "H", "H", "C", "C", "C", "O", "C", "C", "C", "O", "H", "H", "H", "H", "C", "C", "C", "O", "C", "C", "C", "O", "H", "H", "H", "H", "C", "C", "C", "O", "C", "C", "C", "O", "H", "H", "H", "H"],
  "positions_angstrom": [[-1.931, -1.609, -0.615], [-0.797, -0.549, -1.023], [-1.483, 0.533, -1.997], [-1.207, -0.167, -3.870], [-0.974, 2.033, -1.811], [-1.734, 3.235, -2.586], [-1.480, 3.261, -4.160], [-0.386, 3.305, -4.734], [-2.657, 3.197, -4.996], [0.437, 2.354, -2.034], [1.103, 3.212, -0.741], [1.878, 2.448, 0.296], [2.024, 4.327, -1.147], [-0.314, 3.628, 0.118], [-1.178, 2.500, -0.258], [-2.551, 2.837, 0.072], [-2.915, -1.150, -0.261], [-2.186, -2.192, -1.583], [-1.516, -2.392, 0.118], [-0.203, -0.113, -0.152], [-0.030, -1.124, -1.670], [-2.612, 0.511, -1.785], [-1.307, 4.227, -2.173], [-2.866, 3.263, -2.381], [-0.936, 1.747, 0.562], [0.895, -6.764, -1.219], [0.675, -5.564, -1.757], [-0.698, -5.077, -2.010], [-0.899, -3.983, -2.501], [-1.816, -5.971, -1.642], [-1.596, -7.171, -1.104], [-0.223, -7.658, -0.851], [-0.021, -8.752, -0.357], [1.894, -7.137, -1.028], [1.483, -4.897, -2.031], [-2.815, -5.598, -1.833], [-2.404, -7.838, -0.829], [-1.011, -7.638, 2.482], [-0.187, -8.284, 3.308], [-0.487, -8.405, 4.750], [0.264, -8.992, 5.505], [-1.736, -7.782, 5.241], [-2.559, -7.136, 4.414], [-2.259, -7.016, 2.972], [-3.011, -6.427, 2.216], [-0.806, -7.539, 1.423], [0.730, -8.746, 2.964], [-1.941, -7.881, 6.300], [-3.477, -6.674, 4.757], [6.778, 5.564, -3.278], [6.416, 5.879, -4.522], [5.000, 5.826, -4.945], [4.669, 6.112, -6.081], [4.002, 5.412, -3.936], [4.364, 5.097, -2.691], [5.780, 5.149, -2.268], [6.112, 4.864, -1.133], [7.810, 5.596, -2.951], [7.134, 6.185, -5.273], [2.970, 5.380, -4.262], [3.644, 4.791, -1.940], [0.903, -2.683, 5.304], [0.544, -2.362, 4.060], [-0.870, -2.409, 3.634], [-1.199, -2.118, 2.498], [-1.872, -2.823, 4.639], [-1.514, -3.145, 5.883], [-0.099, -3.098, 6.310], [0.228, -3.389, 7.444], [1.934, -2.655, 5.633], [1.265, -2.056, 3.312], [-2.903, -2.851, 4.310], [-2.234, -3.451, 6.631], [-0.761, 6.824, -0.388], [0.050, 7.630, 0.299], [-0.048, 9.101, 0.177], [0.692, 9.837, 0.801], [-1.078, 9.642, -0.735], [-1.888, 8.835, -1.422], [-1.790, 7.366, -1.299], [-2.531, 6.627, -1.925], [-0.704, 5.746, -0.311], [0.809, 7.250, 0.971], [-1.136, 10.720, -0.812], [-2.648, 9.215, -2.094]]
}

No. 3
{
  "formula": "C37H29BrIN4PPdS",
  "method": "ωB97M-V with the def2-TZVPD basis set",
  "gap_ev": [4.58, 4.58],
  "de_lowest_kj_mol": 0.0,
  "multiplicity": 1,
  "total_charge": 2,
  "homo_energy_ha": [-0.485, -0.485],
  "symbols": ["Pd", "C", "C", "C", "C", "C", "C", "P", "C", "C", "C", "C", "C", "C", "C", "C", "C", "C", "C", "C", "H", "H", "H", "H", "H", "H", "H", "H", "H", "H", "H", "H", "H", "H", "S", "C", "N", "N", "C", "C", "C", "C", "C", "C", "N", "N", "C", "C", "C", "C", "C", "C", "H", "H", "H", "H", "H", "H", "H", "H", "H", "H", "H", "Br", "C", "C", "C", "C", "C", "C", "I", "H", "H", "H", "H"],
  "positions_angstrom": [[1.274, -0.398, 0.406], [1.657, -2.217, 6.396], [0.996, -0.997, 6.418], [0.849, -0.262, 5.251], [1.378, -0.759, 4.061], [2.032, -1.990, 4.035], [2.174, -2.716, 5.206], [1.354, 0.239, 2.574], [0.187, 1.602, 2.753], [0.612, 2.924, 2.678], [-0.322, 3.951, 2.725], [-1.672, 3.663, 2.852], [-2.099, 2.342, 2.934], [-1.173, 1.313, 2.880], [2.964, 0.904, 2.196], [4.085, 1.372, 2.866], [5.191, 1.682, 2.089], [5.166, 1.481, 0.706], [4.063, 0.934, 0.063], [2.936, 0.648, 0.830], [1.768, -2.784, 7.310], [0.594, -0.614, 7.346], [0.334, 0.690, 5.270], [2.436, -2.374, 3.105], [2.685, -3.668, 5.194], [1.666, 3.154, 2.584], [0.012, 4.980, 2.675], [-2.394, 4.467, 2.899], [-3.151, 2.117, 3.046], [-1.509, 0.283, 2.947], [4.096, 1.490, 3.942], [6.088, 2.068, 2.554], [6.045, 1.730, 0.124], [4.109, 0.733, -1.000], [-0.684, -1.840, 0.156], [-1.462, -1.077, -1.084], [-2.466, -1.691, -1.880], [-2.628, -2.906, -1.711], [-3.544, -3.694, -2.407], [-4.352, -3.145, -3.408], [-5.232, -3.983, -4.054], [-5.301, -5.334, -3.705], [-4.487, -5.865, -2.711], [-3.596, -5.044, -2.051], [-1.338, 0.229, -1.472], [-0.318, 0.835, -1.040], [-0.304, 2.207, -1.239], [0.907, 2.860, -0.984], [0.999, 4.227, -1.154], [-0.127, 4.944, -1.544], [-1.345, 4.299, -1.776], [-1.443, 2.935, -1.633], [-2.023, -3.388, -1.018], [-4.275, -2.097, -3.660], [-5.871, -3.595, -4.835], [-6.000, -5.980, -4.220], [-4.550, -6.913, -2.455], [-2.951, -5.434, -1.272], [1.760, 2.278, -0.661], [1.935, 4.736, -0.974], [-0.064, 6.018, -1.663], [-2.211, 4.876, -2.068], [-2.376, 2.420, -1.810], [0.035, -3.631, -3.623], [0.432, -1.800, -3.924], [-0.236, -1.151, -4.954], [0.041, 0.179, -5.226], [0.988, 0.862, -4.475], [1.659, 0.214, -3.451], [1.382, -1.119, -3.172], [2.428, -2.043, -1.609], [-0.960, -1.695, -5.545], [-0.473, 0.675, -6.038], [1.215, 1.897, -4.690], [2.404, 0.743, -2.872]]
}